{
  "formula": "C3H9N3O2",
  "method": "ωB97M-V with the def2-TZVPD basis set",
  "symbols": ["C", "N", "C", "N", "N", "C", "O", "O", "H", "H", "H", "H", "H", "H", "H", "H", "H"],
  "xyz": [[1.593, -0.947, 0.391], [0.393, -0.376, 1.062], [-0.640, 0.178, 0.269], [-0.812, 1.556, 0.637], [-1.792, -0.648, 0.325], [-0.003, 0.297, -1.444], [-0.428, -0.374, -2.337], [1.060, 1.114, -1.558], [1.380, -0.989, -0.675], [2.494, -0.277, 0.379], [1.920, -1.924, 0.775], [0.058, -1.069, 1.680], [-1.375, 2.133, 0.130], [-0.836, 1.753, 1.607], [-1.668, -1.573, -0.321], [-2.485, -0.207, -0.302], [1.142, 1.353, -0.617]],
  "forces_ev_per_a": [[0.5, 1.0, -0.5], [2.3, -0.5, -0.1], [1.4, 0.7, -2.8], [1.9, -1.6, 0.7], [-1.3, -2.4, -3.1], [-1.0, -0.9, 1.5], [-0.1, 0.4, 0.2], [-0.8, -0.1, 0.8], [0.2, -1.0, 0.1], [-0.7, -0.4, 0.6], [-0.5, 0.4, 0.0], [-0.8, -0.6, 0.7], [-2.0, 1.4, -1.7], [0.0, -0.1, 0.9], [0.3, 2.6, 2.2], [0.0, 0.1, 0.8], [0.5, 0.9, -0.2]],
  "e_lumo_ev": 0.8,
  "spin_multiplicity": 1,
  "smiles": "CNC(N)(N)C(=O)O",
  "total_charge": 0,
  "de_lowest_kcal_mol": 69.14,
  "gap_ev": 9.8,
  "homo_ev": -9.02
}